The following is a quantum chemistry calculation of a molecular structure, C40H32BrCl2N3NiO2Si at a distorted geometry, from the OMol25 dataset.

Molecular weight, g mol⁻¹: 824.3
Charge: -2
Calculated total energy, Eh: -7150.39306
Energy relative to the best compared isomer or geometry (same formula, charge and spin), kJ/mol: 80.8
E_HOMO (spin up / spin down), eV: -0.1 / -0.1
Lowest unoccupied orbital energy (spin up / spin down), eV: 3.98 / 3.98

Geometry as XYZ:
```
82
C40H32BrCl2N3NiO2Si (the ωB97M-V functional and the def2-TZVPD basis)
Ni 0.36 -0.25 0.10
O 4.19 0.69 -0.11
C 4.09 1.43 1.00
C 4.80 2.63 1.11
C 4.71 3.41 2.26
C 3.89 3.01 3.31
C 3.18 1.82 3.19
C 3.27 1.01 2.06
C 2.50 -0.30 1.90
O 2.27 -0.63 0.59
N 1.21 -0.21 2.66
N 0.26 -0.98 2.17
C -0.66 -1.30 2.99
C -1.84 -2.11 2.65
Br -1.98 -2.81 0.91
C -2.86 -2.36 3.45
C -2.99 -2.14 4.92
C -4.27 -2.02 5.45
C -4.48 -1.84 6.82
C -3.41 -1.80 7.70
C -2.13 -1.97 7.19
C -1.92 -2.15 5.82
H 3.46 0.02 -0.04
H 5.41 2.93 0.27
H 5.26 4.34 2.32
H 3.79 3.62 4.20
H 2.53 1.52 4.01
H 3.10 -1.08 2.39
H 1.30 -0.27 3.67
H -0.64 -0.87 3.98
H -3.73 -2.77 2.97
H -5.11 -2.04 4.77
H -5.49 -1.73 7.19
H -3.57 -1.66 8.76
H -1.28 -1.97 7.86
H -0.92 -2.34 5.46
C -1.76 3.34 -3.99
C -0.40 3.40 -3.73
C 0.26 2.27 -3.23
C -0.41 1.07 -2.99
C -1.79 1.05 -3.24
C -2.46 2.16 -3.74
Si 0.44 -0.38 -2.11
C 2.17 -0.50 -2.98
C 3.16 -1.30 -2.37
C 4.38 -1.55 -2.98
C 4.66 -1.01 -4.24
C 3.70 -0.23 -4.86
C 2.48 0.02 -4.24
C -0.31 -1.95 -2.95
C -0.33 -3.17 -2.27
C -0.75 -4.36 -2.88
C -1.17 -4.35 -4.20
C -1.16 -3.15 -4.91
C -0.74 -1.97 -4.29
H -2.28 4.22 -4.36
H 0.15 4.32 -3.89
H 1.32 2.35 -2.99
H -2.36 0.15 -3.01
H -3.53 2.13 -3.89
H 2.96 -1.71 -1.38
H 5.13 -2.16 -2.47
H 5.61 -1.21 -4.71
H 3.91 0.19 -5.84
H 1.74 0.63 -4.76
H 0.00 -3.19 -1.23
H -0.75 -5.29 -2.31
H -1.50 -5.27 -4.68
H -1.49 -3.13 -5.95
H -0.73 -1.05 -4.87
Cl 0.49 2.43 0.37
C -1.21 2.54 -0.05
C -1.78 3.78 -0.20
C -3.14 3.93 -0.45
C -3.92 2.76 -0.53
C -3.36 1.51 -0.39
Cl -4.41 0.11 -0.53
C -1.93 1.26 -0.17
N -1.42 0.05 -0.06
H -1.14 4.66 -0.11
H -3.59 4.91 -0.58
H -4.99 2.83 -0.72
```

=====

The following is a quantum chemistry calculation of a molecular structure, C7H9NO at a distorted geometry, from the OMol25 dataset.

Molecular weight, g mol⁻¹: 123.2
Charge: 0
Calculated total energy, Eh: -401.95870
Energy relative to the best compared isomer or geometry (same formula, charge and spin), kJ/mol: 478.7
E_HOMO, eV: -8.6
Lowest unoccupied orbital energy, eV: -0.31

Geometry as XYZ:
```
18
C7H9NO (the ωB97M-V functional and the def2-TZVPD basis)
C 2.02 -0.71 -0.81
C 0.72 -0.26 -0.35
C -0.05 -0.71 0.61
C 0.34 -1.74 1.66
C -1.18 0.24 0.89
C -1.14 1.17 -0.32
C -0.09 0.84 -1.00
H 2.12 -0.35 -2.14
H 2.68 0.04 -0.29
H 2.20 -1.92 -0.65
H 0.23 -1.16 2.57
H 1.66 -1.85 1.66
H -0.26 -2.76 1.63
H -1.98 1.88 -0.69
H 1.42 0.67 -2.32
H 0.56 2.25 -2.75
N 0.56 1.22 -2.29
O -2.02 0.21 1.86
```

=====

The following is a quantum chemistry calculation of a molecular structure, C44H37N3O4PS2Zr, from the OMol25 dataset.

Molecular weight, g mol⁻¹: 858.1
Charge: +1
Calculated total energy, Eh: -3348.95501
Energy relative to the best compared isomer or geometry (same formula, charge and spin), kJ/mol: 0.0
E_HOMO, eV: -10.4
Lowest unoccupied orbital energy, eV: -3.37

Geometry as XYZ:
```
92
C44H37N3O4PS2Zr (the ωB97M-V functional and the def2-TZVPD basis)
Zr -0.15 0.25 0.48
O -0.59 -1.20 2.21
C -0.58 -1.78 1.12
C -1.25 -3.01 0.73
C -1.45 -4.13 1.54
C -2.16 -5.20 1.03
C -2.68 -5.15 -0.26
C -2.49 -4.03 -1.06
C -1.76 -2.95 -0.57
P -1.41 -1.43 -1.54
C -3.01 -0.78 -2.09
C -4.21 -1.18 -1.50
C -5.40 -0.54 -1.82
C -5.40 0.52 -2.72
C -4.21 0.93 -3.30
C -3.02 0.30 -2.98
C -0.61 -2.21 -3.00
C 0.50 -3.01 -2.72
C 1.22 -3.62 -3.74
C 0.84 -3.41 -5.06
C -0.26 -2.63 -5.35
C -0.99 -2.03 -4.33
H -1.06 -4.15 2.55
H -2.32 -6.08 1.64
H -3.23 -5.99 -0.65
H -2.89 -4.00 -2.07
H -4.22 -1.97 -0.77
H -6.31 -0.84 -1.34
H -6.32 1.02 -2.97
H -4.21 1.77 -3.99
H -2.09 0.65 -3.41
H 0.78 -3.19 -1.69
H 2.06 -4.25 -3.50
H 1.40 -3.88 -5.86
H -0.57 -2.49 -6.38
H -1.86 -1.45 -4.58
S 4.35 -3.26 -1.08
C 5.45 -4.28 -1.88
C 5.62 -3.92 -3.18
C 4.84 -2.80 -3.54
C 4.09 -2.31 -2.50
C 3.13 -1.21 -2.52
C 2.32 -0.94 -1.39
N 1.38 -0.03 -1.36
C 1.19 0.74 -2.46
C 1.96 0.59 -3.62
C 1.69 1.44 -4.74
C 0.71 2.36 -4.70
C -0.11 2.52 -3.53
C -1.19 3.41 -3.46
C -1.98 3.46 -2.34
C -1.62 2.63 -1.26
N -0.59 1.81 -1.28
C 0.15 1.73 -2.41
C -3.18 4.30 -2.25
C -3.73 5.09 -3.23
C -4.91 5.75 -2.81
C -5.24 5.45 -1.52
S -4.13 4.37 -0.81
C 2.94 -0.41 -3.63
H 5.93 -5.08 -1.34
H 6.28 -4.44 -3.86
H 4.83 -2.38 -4.53
H 2.45 -1.52 -0.48
H 2.30 1.32 -5.63
H 0.51 3.00 -5.55
H -1.40 4.03 -4.32
H -2.23 2.61 -0.37
H -3.32 5.20 -4.22
H -5.49 6.41 -3.43
H -6.09 5.80 -0.95
H 3.53 -0.56 -4.52
N -0.81 1.78 2.24
C -2.27 1.79 2.49
C -2.98 0.79 1.57
O -4.12 0.45 1.79
O -2.24 0.40 0.56
H -0.33 1.36 3.02
H -0.44 2.72 2.15
H -2.68 2.78 2.28
H -2.52 1.55 3.52
C 3.36 -0.34 2.48
C 2.84 0.93 1.82
C 2.73 2.07 2.81
O 1.59 0.66 1.24
H 4.34 -0.15 2.93
H 3.47 -1.14 1.75
H 2.67 -0.66 3.26
H 3.53 1.22 1.02
H 2.08 1.79 3.64
H 2.33 2.97 2.33
H 3.72 2.32 3.22
```

=====

The following is a quantum chemistry calculation of 15 unconnected molecules or ions with the total composition C19H68N8O15 at a distorted geometry, from the OMol25 dataset.

Molecular weight, g mol⁻¹: 648.8
Charge: 0
Calculated total energy, Eh: -2331.16818
Energy relative to the best compared isomer or geometry (same formula, charge and spin), kJ/mol: 144.4
E_HOMO, eV: -8.3
Lowest unoccupied orbital energy, eV: 0.09

Geometry as XYZ:
```
110
C19H68N8O15 (the ωB97M-V functional and the def2-TZVPD basis)
C -0.92 1.62 5.25
C -1.50 2.22 3.98
O -1.04 1.55 2.85
H -1.07 0.55 5.38
H -1.21 2.06 6.19
H 0.15 1.78 5.32
H -1.10 3.23 3.80
H -2.56 2.22 4.06
H -1.29 2.00 2.04
C 1.33 0.19 -3.06
C 1.54 0.94 -4.38
O 1.08 0.24 -5.56
H 0.29 -0.16 -2.96
H 1.60 0.78 -2.17
H 2.03 -0.66 -3.01
H 2.57 1.23 -4.51
H 1.06 1.86 -4.22
H 1.86 -0.03 -6.05
C -3.01 -2.52 -3.23
C -2.68 -1.12 -2.75
O -3.91 -0.38 -2.88
H -4.12 -2.67 -3.21
H -2.57 -3.28 -2.59
H -2.70 -2.68 -4.25
H -1.88 -0.74 -3.37
H -2.28 -1.25 -1.72
H -4.04 -0.23 -3.84
C 3.91 -1.98 -0.50
C 5.44 -1.97 -0.71
O 5.74 -2.55 -1.93
H 3.53 -2.98 -0.36
H 3.32 -1.64 -1.36
H 3.74 -1.40 0.39
H 5.87 -2.63 0.02
H 5.85 -0.93 -0.55
H 6.67 -2.53 -2.11
C -2.66 -3.57 0.59
O -1.86 -2.46 0.37
N -3.90 -3.66 0.09
N -2.39 -4.47 1.48
H -4.31 -2.77 -0.27
H -4.60 -4.31 0.40
H -1.48 -4.31 1.98
H -3.14 -5.06 1.88
C -2.13 2.04 -3.88
O -1.84 1.80 -2.54
N -1.62 1.49 -4.95
N -3.04 2.91 -4.17
H -0.79 0.95 -4.86
H -1.79 1.86 -5.92
H -3.42 3.21 -3.31
H -3.25 3.32 -5.08
C -0.34 -2.63 3.68
O -0.79 -2.73 4.97
N -0.01 -3.58 2.92
N -0.30 -1.50 3.02
H 0.24 -4.43 3.42
H 0.36 -3.47 1.95
H -0.78 -0.77 3.57
H -0.70 -1.55 2.05
C 2.78 0.34 2.72
O 4.13 0.56 2.51
N 1.92 1.31 2.57
N 2.25 -0.87 2.80
H 2.27 2.22 2.21
H 0.87 1.21 2.69
H 2.92 -1.65 2.97
H 1.19 -0.97 2.82
C -3.21 -1.23 2.78
O -3.18 -0.41 3.90
H -4.26 -1.26 2.33
H -2.90 -2.24 3.11
H -2.54 -0.85 2.05
H -3.75 0.36 3.73
C 4.03 1.83 -0.74
O 3.95 2.62 -1.93
H 4.76 1.05 -0.80
H 3.06 1.34 -0.67
H 4.26 2.46 0.13
H 4.24 2.13 -2.69
C 0.46 -3.64 -1.24
O 1.16 -3.31 -0.05
H 0.21 -2.65 -1.63
H -0.37 -4.27 -0.98
H 1.11 -4.23 -1.84
H 1.60 -2.48 -0.13
C 0.91 3.90 -1.21
O -0.43 4.00 -0.69
H 1.64 3.49 -0.42
H 1.23 4.85 -1.66
H 0.85 3.16 -2.02
H -1.09 4.38 -1.28
C 0.11 0.26 0.05
O 1.29 -0.44 0.25
H -0.51 0.08 0.88
H -0.44 0.07 -0.83
H 0.32 1.33 0.05
H 1.56 -0.51 1.17
C -3.39 1.16 0.31
O -2.41 2.10 0.21
H -2.94 0.20 0.07
H -4.19 1.28 -0.45
H -3.82 1.05 1.29
H -2.17 2.20 -0.72
C 1.53 4.29 2.15
O 2.84 3.89 1.92
H 0.80 3.55 1.64
H 1.42 5.26 1.74
H 1.29 4.21 3.17
H 3.46 4.42 2.41
```

=====

The following is a quantum chemistry calculation of a molecular structure, C35H37IrN6O2S3 at a distorted geometry, from the OMol25 dataset.

Molecular weight, g mol⁻¹: 862.1
Charge: 0
<S²>: 6.0189
Calculated total energy, Eh: -3133.76583
Energy relative to the best compared isomer or geometry (same formula, charge and spin), kJ/mol: 0.0
E_HOMO (spin up / spin down), eV: -6.9 / -7.4
Lowest unoccupied orbital energy (spin up / spin down), eV: 0.18 / -1.11
Multiplicity: 5

Geometry as XYZ:
```
84
C35H37IrN6O2S3 (the ωB97M-V functional and the def2-TZVPD basis)
Ir 0.40 -0.19 -0.32
C 0.02 3.67 2.04
C -0.24 2.67 0.94
N -0.16 1.39 1.21
N -0.02 1.05 2.50
C 0.23 -0.16 2.85
S 0.54 -1.49 1.80
S 0.10 -0.41 4.59
C 1.39 -1.66 4.91
C 2.67 -1.06 5.41
C 2.67 0.01 6.29
C 3.86 0.50 6.79
C 5.07 -0.07 6.42
C 5.08 -1.13 5.53
C 3.89 -1.61 5.01
C -0.56 3.17 -0.37
C -0.41 4.53 -0.65
C -0.72 5.07 -1.87
C -1.20 4.24 -2.89
C -1.35 2.90 -2.66
C -1.05 2.32 -1.41
O -1.28 1.05 -1.22
H 0.96 4.18 1.84
H 0.09 3.15 2.99
H -0.78 4.40 2.08
H 1.52 -2.22 3.98
H 0.98 -2.33 5.66
H 1.73 0.46 6.57
H 3.86 1.34 7.48
H 6.00 0.31 6.81
H 6.01 -1.58 5.24
H 3.89 -2.43 4.31
H -0.04 5.20 0.12
H -0.58 6.12 -2.05
H -1.46 4.67 -3.85
H -1.71 2.24 -3.44
N 2.02 0.26 -1.33
C 2.69 0.34 -2.39
C 2.93 -0.89 -3.20
C 4.22 -1.40 -3.30
C 4.45 -2.58 -3.98
C 3.40 -3.25 -4.58
C 2.12 -2.73 -4.50
C 1.88 -1.56 -3.81
C 3.38 1.56 -2.83
C 3.94 1.64 -4.10
C 4.69 2.75 -4.46
C 4.88 3.79 -3.56
C 4.29 3.73 -2.30
C 3.54 2.63 -1.94
H 5.04 -0.86 -2.83
H 5.46 -2.98 -4.04
H 3.58 -4.17 -5.11
H 1.30 -3.25 -4.99
H 0.88 -1.14 -3.76
H 3.80 0.84 -4.81
H 5.13 2.81 -5.44
H 5.48 4.64 -3.83
H 4.43 4.54 -1.60
H 3.08 2.55 -0.97
C 3.53 1.60 3.04
S 3.39 1.15 1.29
C 3.93 -0.57 1.39
H 2.91 0.93 3.63
H 3.17 2.62 3.14
H 4.56 1.54 3.36
H 4.96 -0.60 1.75
H 3.86 -0.98 0.38
H 3.26 -1.11 2.05
C -2.76 -3.59 -3.83
N -1.78 -3.21 -2.85
C -0.91 -4.15 -2.20
C -0.07 -3.23 -1.30
O 0.83 -3.58 -0.58
N -0.54 -1.96 -1.47
C -1.52 -1.97 -2.37
N -2.12 -0.87 -2.79
H -2.38 -4.44 -4.40
H -2.94 -2.77 -4.52
H -3.70 -3.88 -3.36
H -0.27 -4.68 -2.91
H -1.46 -4.89 -1.60
H -1.86 0.00 -2.26
H -2.96 -0.91 -3.33
```

=====

The following is a quantum chemistry calculation of C7H10 in the gas phase at a distorted geometry, from the OMol25 dataset.

Molecular weight, g mol⁻¹: 94.2
Charge: 0
Calculated total energy, Eh: -272.54317
Energy relative to the best compared isomer or geometry (same formula, charge and spin), kJ/mol: 459.0
E_HOMO, eV: -8.3
Lowest unoccupied orbital energy, eV: 1.14

Geometry as XYZ:
```
17
C7H10 (the ωB97M-V functional and the def2-TZVPD basis)
C -1.95 -0.01 -0.93
C -2.45 0.02 0.31
C 0.19 0.81 0.65
C 0.20 -0.74 0.71
C -1.01 0.04 0.22
C 1.13 1.62 -0.29
C 1.05 -1.59 -0.27
H -2.18 -0.28 -1.93
H -3.20 -0.05 1.02
H 0.00 1.37 1.63
H 0.33 -1.20 1.65
H 0.55 1.83 -1.26
H 2.05 1.08 -0.33
H 1.39 2.65 -0.02
H 0.99 -1.13 -1.20
H 0.86 -2.70 -0.17
H 2.04 -1.72 0.22
```

=====

The following is a quantum chemistry calculation of a molecular structure, C25H40BrCl3CoN3O3Si at a distorted geometry, from the OMol25 dataset.

Molecular weight, g mol⁻¹: 703.9
Charge: -1
<S²>: 3.7588
Calculated total energy, Eh: -6993.72791
E_HOMO (spin up / spin down), eV: -5.1 / -5.3
Lowest unoccupied orbital energy (spin up / spin down), eV: 2.24 / 2.24
Multiplicity: 4

Geometry as XYZ:
```
77
C25H40BrCl3CoN3O3Si (the ωB97M-V functional and the def2-TZVPD basis)
C -0.13 4.63 -0.01
C 1.35 4.71 0.18
H -0.66 5.22 0.74
H -0.46 3.58 0.07
H -0.43 5.00 -1.00
C 1.97 5.68 0.86
C 1.29 6.87 1.44
H 3.05 5.63 1.03
H 0.34 6.61 1.93
H 1.07 7.64 0.69
H 1.95 7.32 2.19
Co -4.18 -2.36 -1.07
Cl -3.87 -2.41 -3.20
Cl -2.71 -0.99 -0.32
C -0.50 -3.11 -1.86
O -1.01 -3.77 -0.94
N 0.84 -2.98 -2.04
C 1.76 -3.60 -1.11
C 1.42 -2.42 -3.26
H -1.10 -2.57 -2.62
H 1.18 -4.15 -0.36
H 2.38 -2.84 -0.61
H 2.44 -4.28 -1.65
H 0.61 -2.09 -3.92
H 2.04 -3.17 -3.77
H 2.06 -1.56 -3.03
H -4.91 0.49 2.06
H -2.45 0.35 2.04
C -4.98 -0.35 2.77
C -2.51 -0.37 2.87
N -3.75 -1.11 2.79
H -5.80 -1.01 2.45
C -3.73 -2.47 2.72
O -2.73 -3.18 2.78
H -1.67 -1.06 2.82
H -4.75 -2.88 2.58
H -5.21 0.06 3.76
H -2.48 0.20 3.81
O 1.96 2.44 0.48
C 2.14 3.54 -0.41
C 4.56 3.66 0.38
C 3.62 3.82 -0.64
H 4.24 3.29 1.36
C 5.90 3.98 0.14
H 1.68 3.32 -1.38
C 4.02 4.27 -1.90
H 6.64 3.84 0.93
C 6.29 4.50 -1.10
C 5.34 4.63 -2.13
H 3.25 4.36 -2.68
H 7.33 4.79 -1.28
H 5.64 5.02 -3.10
Si 1.96 0.77 0.44
Cl -6.10 -1.87 -0.23
C 2.71 0.25 2.07
C 3.01 0.20 -1.00
C 0.18 0.23 0.29
H 3.66 0.76 2.24
H 2.90 -0.83 2.09
H 2.05 0.49 2.91
H -0.45 0.75 1.02
H 0.05 -0.85 0.45
H -0.21 0.46 -0.71
H 3.98 0.71 -0.99
H 2.52 0.44 -1.96
H 3.20 -0.87 -0.98
Br -6.26 -6.93 1.68
C -5.08 -6.24 0.35
C -4.35 -7.11 -0.46
C -3.53 -6.56 -1.44
C -3.51 -5.17 -1.60
N -4.20 -4.34 -0.79
C -4.96 -4.86 0.20
H -4.45 -8.18 -0.33
H -2.92 -7.16 -2.11
H -2.93 -4.68 -2.38
H -5.55 -4.16 0.79
```

=====

The following is a quantum chemistry calculation of C6H8S in the gas phase at a distorted geometry, from the OMol25 dataset.

Molecular weight, g mol⁻¹: 112.2
Charge: 0
Calculated total energy, Eh: -631.42801
Energy relative to the best compared isomer or geometry (same formula, charge and spin), kJ/mol: 428.4
E_HOMO, eV: -8.0
Lowest unoccupied orbital energy, eV: 0.44

Geometry as XYZ:
```
15
C6H8S (the ωB97M-V functional and the def2-TZVPD basis)
C -1.08 -1.71 -0.04
C -0.06 -0.85 -0.05
C 2.25 -0.74 -0.47
C 1.15 -0.07 -0.14
C -1.82 -0.53 0.41
C 0.85 1.44 0.18
S -2.99 0.54 -0.63
H -1.49 -2.68 -0.34
H 3.26 -0.23 -0.42
H 2.16 -1.91 -0.43
H -1.79 -0.28 1.44
H 0.24 1.71 -0.75
H 1.81 1.90 0.05
H 0.40 1.76 1.08
H -2.90 1.65 0.11
```